# C58H54GeO7P4RuSi

A structure of composition C58H54GeO7P4RuSi in a non-equilibrium geometry (ωB97M-V/def2-TZVPD, the Open Molecules 2025 dataset).

Structure (XYZ):
```
126
C58H54GeO7P4RuSi (ωB97M-V/def2-TZVPD)
Ru 0.0233 -0.5625 -0.4879
C 0.3485 1.6430 3.5100
Si 0.6394 0.4658 2.0282
C 0.3982 -1.2183 2.9190
C 1.1099 -1.3883 4.1087
C 1.0430 -2.5620 4.8421
C 0.2422 -3.6052 4.3996
C -0.4621 -3.4670 3.2152
C -0.3812 -2.2866 2.4714
P -1.2350 -2.1058 0.8688
C -2.8931 -1.5183 1.3674
C -3.6380 -0.7614 0.4643
C -4.9113 -0.3265 0.7964
C -5.4504 -0.6429 2.0338
C -4.7139 -1.3938 2.9390
C -3.4385 -1.8279 2.6123
C -1.5308 -3.8139 0.3462
C -2.8069 -4.3206 0.1283
C -2.9676 -5.6380 -0.2764
C -1.8609 -6.4488 -0.4782
C -0.5830 -5.9350 -0.2958
C -0.4176 -4.6216 0.1048
C 2.5253 0.5037 1.6922
C 3.3248 1.2864 2.5312
C 4.7062 1.2945 2.4293
C 5.3336 0.4919 1.4874
C 4.5678 -0.3077 0.6582
C 3.1745 -0.2960 0.7445
P 2.2381 -1.4469 -0.3339
C 2.9842 -3.0117 0.2896
C 3.9426 -3.7504 -0.4007
C 4.5247 -4.8623 0.1919
C 4.1590 -5.2551 1.4699
C 3.2005 -4.5286 2.1621
C 2.6214 -3.4167 1.5751
C 2.9849 -1.3176 -1.9831
C 2.6986 -2.3515 -2.8742
C 3.2094 -2.3256 -4.1593
C 3.9849 -1.2535 -4.5730
C 4.2376 -0.2037 -3.7029
C 3.7404 -0.2320 -2.4093
H 0.9037 1.3589 4.4082
H -0.7139 1.6384 3.7652
H 0.6189 2.6694 3.2543
H 1.7608 -0.5920 4.4529
H 1.6173 -2.6639 5.7547
H 0.1731 -4.5245 4.9677
H -1.0667 -4.2884 2.8519
H -3.2129 -0.5277 -0.5025
H -5.4817 0.2616 0.0898
H -6.4434 -0.3015 2.2974
H -5.1368 -1.6454 3.9033
H -2.8633 -2.4008 3.3266
H -3.6713 -3.6870 0.2818
H -3.9632 -6.0338 -0.4320
H -1.9924 -7.4790 -0.7828
H 0.2834 -6.5611 -0.4677
H 0.5774 -4.2134 0.2440
H 2.8493 1.9114 3.2777
H 5.2928 1.9208 3.0903
H 6.4131 0.4841 1.4048
H 5.0502 -0.9565 -0.0637
H 4.2477 -3.4603 -1.3957
H 5.2747 -5.4244 -0.3503
H 4.6282 -6.1153 1.9304
H 2.9022 -4.8229 3.1605
H 1.8872 -2.8414 2.1204
H 2.0591 -3.1689 -2.5573
H 2.9754 -3.1246 -4.8496
H 4.3732 -1.2251 -5.5828
H 4.8225 0.6447 -4.0358
H 3.9286 0.5943 -1.7353
C -2.4582 1.2046 -3.1407
C -1.8893 0.0489 -3.9380
O -2.3887 0.0578 -5.2679
P -2.3158 -1.5603 -3.1711
O -3.9054 -1.6257 -3.0502
O -1.9809 -2.6851 -4.2237
O -1.6631 -1.7446 -1.8456
P -0.0286 -0.0463 -3.9415
O 0.3846 1.1338 -4.9502
O 0.2500 -1.3549 -4.6037
O 0.5261 0.2797 -2.5797
H -3.5434 1.1102 -3.0600
H -2.2270 2.1456 -3.6407
H -2.0076 1.2078 -2.1464
H -1.6874 -0.2227 -5.8693
H -4.2745 -2.4272 -3.4481
H -1.0459 -2.4895 -4.5285
H 0.4544 1.9686 -4.4546
C -0.5711 1.1034 0.7308
Ge -0.7086 3.0048 0.2969
C -2.5704 3.3924 0.8254
C -3.6282 3.0111 0.0009
C -4.9435 3.2380 0.3788
C -5.2242 3.8494 1.5922
C -4.1831 4.2139 2.4338
C -2.8688 3.9783 2.0546
C 0.4989 4.2901 1.1956
C 1.8365 3.9980 1.4424
C 2.6826 4.9465 1.9989
C 2.2015 6.2093 2.3118
C 0.8796 6.5275 2.0344
C 0.0396 5.5771 1.4704
C -0.4461 3.6348 -1.5581
C -1.3557 4.5288 -2.1186
C -1.0859 5.1537 -3.3297
C 0.1120 4.9054 -3.9818
C 1.0390 4.0362 -3.4186
C 0.7584 3.3990 -2.2164
H -1.5807 0.8276 1.0484
H -3.4237 2.5400 -0.9554
H -5.7535 2.9400 -0.2768
H -6.2500 4.0405 1.8813
H -4.3925 4.6896 3.3842
H -2.0598 4.2448 2.7257
H 2.2262 3.0191 1.1944
H 3.7204 4.6976 2.1892
H 2.8567 6.9473 2.7572
H 0.4992 7.5168 2.2576
H -0.9846 5.8466 1.2365
H -2.2872 4.7350 -1.6025
H -1.8025 5.8495 -3.7484
H 0.3312 5.3987 -4.9204
H 1.9920 3.8809 -3.9153
H 1.4813 2.7207 -1.7785
```

Properties
Total energy (eV): -179493.3912
Molecular weight (g mol⁻¹): 1188.725
Largest force on an atom (eV/A): 2.1
Gap between HOMO and LUMO (spin up / spin down) (eV): 6.92 / 7.01